Record 1
20
Properties=species:S:1:pos:R:3 method="wB97M-V/def2-TZVPD" orbital_gap_ev="7.22 / 7.22" spin_multiplicity=1 e_homo_ev="-6.85 / -6.85" molar_mass_g_mol=155.16
C 1.50 -1.54 -0.03
C -1.24 -0.59 -0.07
C 2.34 1.20 -0.79
C 1.76 -0.25 2.02
C -3.24 0.26 -1.30
C 0.98 -0.49 0.76
N 2.00 -2.39 -0.64
N -0.27 -0.01 0.60
N 1.29 1.77 -0.79
O 3.23 0.50 -0.71
O -2.55 -0.02 -0.05
H -0.96 -1.56 -0.65
H 2.74 -0.39 1.82
H 1.40 0.71 2.21
H 1.43 -0.90 2.79
H -4.22 -0.27 -1.21
H -2.84 -0.19 -2.13
H -3.42 1.29 -1.49
H -0.57 0.86 1.17
H 0.63 2.02 -1.51

Record 2
22
Properties=species:S:1:pos:R:3 method="wB97M-V/def2-TZVPD" orbital_gap_ev="6.66 / 7.07" spin_multiplicity=1 smiles="CC[C@@H](O)C(n1cncn1)=S(=O)=O" e_homo_ev="-8.99 / -9.28" molar_mass_g_mol=203.22
C 2.89 -0.84 -1.98
C 2.91 -1.91 -0.11
C 1.36 -0.41 1.11
C -0.66 0.18 -1.15
C -0.76 0.51 0.35
C 0.59 0.90 0.97
N 3.37 -1.96 -1.33
N 2.12 -0.10 -1.16
N 2.06 -0.79 0.02
O 1.58 -2.46 2.55
O 0.72 -0.45 3.56
O 0.49 1.59 2.13
S 1.66 -1.03 2.68
H 3.08 -0.58 -2.96
H 3.05 -2.63 0.64
H 0.12 -0.61 -1.24
H -0.42 1.09 -1.86
H -1.65 -0.07 -1.41
H -1.42 1.31 0.65
H -1.10 -0.46 0.79
H 1.06 1.35 0.09
H 0.16 1.04 2.85

Record 3
19
Properties=species:S:1:pos:R:3 method="wB97M-V/def2-TZVPD" orbital_gap_ev="6.69 / 6.69" spin_multiplicity=1 smiles="N#C[C@@]1(NN)CC=CC=[NH+]1" e_homo_ev="-12.51 / -12.51" charge=+1 molar_mass_g_mol=137.17
C -0.59 0.32 1.99
C -0.72 -0.75 -2.08
C -0.43 -1.72 -1.18
C -1.10 0.54 -1.70
C -0.27 -1.45 0.25
C -0.07 0.06 0.56
N -0.70 0.54 3.12
N -0.86 0.93 -0.44
N 1.30 0.42 0.72
N 1.89 1.52 1.36
H -0.77 -1.09 -3.07
H -0.26 -2.73 -1.42
H -1.51 1.21 -2.47
H -0.86 -1.99 1.07
H 0.71 -1.87 0.40
H 1.86 0.15 -0.17
H -1.26 1.76 -0.02
H 1.42 1.83 2.21
H 2.24 2.31 0.86

Record 4
19
Properties=species:S:1:pos:R:3 method="wB97M-V/def2-TZVPD" orbital_gap_ev="5.23 / 5.24" spin_multiplicity=1 e_homo_ev="-11.95 / -11.96" charge=+1 molar_mass_g_mol=137.17
C -2.03 -1.22 -0.25
C -1.14 -2.27 -0.10
C -1.65 0.13 -0.12
C -0.22 0.31 0.11
C 0.60 -0.81 0.23
C 3.84 0.92 -0.01
N 2.83 0.86 -0.66
N 0.14 -2.04 0.23
N -2.45 1.23 -0.05
N 0.30 1.59 0.18
H -3.14 -1.48 -0.29
H -1.67 -3.19 0.08
H 4.72 1.48 -0.43
H 3.93 0.47 0.86
H 0.72 -2.84 0.40
H -3.48 0.99 -0.20
H -2.15 2.09 0.45
H -0.38 2.22 -0.18
H 1.25 1.56 -0.23

Short version: relative energy (zero: lowest compared OMol25 entry of this formula, charge and spin) = 512.0; 318.2; 444.1; 646.2 kJ/mol, in the order given.